The following is a quantum chemistry calculation of an isolated ion of composition C47H61N4O2 and charge +1, from the Open Molecules 2025 dataset.

Structure (XYZ):
```
114
Properties=species:S:1:pos:R:3:forces:R:3:lowdin_charge:R:1
C -2.675 2.255 -1.515 -0.1542 -0.1911 -0.2384 -0.059
C -2.568 2.866 -0.127 0.8739 -0.0335 -0.4793 -0.525
C -1.726 4.143 -0.150 -0.0502 0.2992 -0.0595 -0.038
C -4.003 3.220 0.314 -0.0741 -0.1821 0.4891 -0.026
C -1.988 1.840 0.894 -0.2153 0.0487 0.9526 -0.113
C -1.811 2.367 2.193 -1.0628 -0.4621 -0.0982 -0.063
C -2.318 1.680 3.298 0.5361 -0.5476 0.3433 -0.078
C -2.968 0.458 3.110 -0.3977 1.2090 -0.0754 -0.028
C -3.056 -0.139 1.843 0.6737 0.0401 0.0056 -0.090
C -4.124 -1.231 1.653 0.3769 -0.4687 0.3510 -0.542
C -3.714 -2.501 2.406 0.0633 -0.4298 -0.0003 -0.037
C -4.410 -1.481 0.175 0.0158 -0.0404 -0.0475 -0.041
C -5.449 -0.786 2.302 -0.0354 0.3855 0.0199 -0.042
C -2.178 0.386 0.835 -1.1213 1.1075 1.3089 -0.040
N -1.235 -0.509 0.194 0.9118 -1.0428 -1.5280 0.114
C 0.040 -0.148 -0.196 0.1464 -0.4643 -0.0313 -0.086
C 0.246 0.878 -1.299 0.4671 2.7093 5.1373 -0.144
C 1.544 1.595 -0.883 0.2084 -0.1113 -0.0637 -0.139
C 2.762 1.510 -1.574 -0.1122 0.5705 0.1005 -0.029
C 3.924 1.968 -0.966 0.1449 -0.1013 0.5761 0.038
C 3.859 2.402 0.368 -1.5741 -0.5695 -0.5020 -0.141
N 4.989 2.188 1.205 3.1637 0.4105 1.5734 -0.307
O 4.864 2.404 2.432 0.3025 -0.3986 -2.2919 0.056
O 6.046 1.752 0.683 -2.2545 0.8985 1.0852 0.064
C 2.631 2.650 1.011 0.3982 -0.5150 -0.5254 0.040
C 1.480 2.225 0.373 -0.1361 0.1240 -0.4807 -0.018
N 0.945 -1.102 0.230 -0.9467 -0.9814 0.1828 0.102
C 2.347 -1.070 0.826 0.8021 -0.2884 -0.2958 -0.009
C 2.548 -0.694 2.188 -0.3299 0.5927 0.4256 -0.072
C 1.481 -0.655 3.308 0.0559 0.5712 -0.0853 -0.515
C 2.069 -0.318 4.686 0.1821 -0.0167 0.0769 -0.057
C 0.777 -2.001 3.484 -0.0802 -0.3681 -0.1893 -0.024
C 0.492 0.436 2.986 -0.6531 0.3051 -0.0394 -0.038
C 3.845 -0.344 2.589 0.2018 -0.7065 -0.1641 -0.040
C 4.962 -0.798 1.898 -0.1650 -0.1575 -0.0978 -0.039
C 4.750 -1.543 0.754 -0.0843 0.4245 0.3152 -0.022
C 3.483 -1.569 0.143 0.2842 -0.2468 -0.6251 -0.081
C 3.553 -2.178 -1.277 0.2111 -0.1744 0.0527 -0.545
C 4.736 -1.589 -2.064 0.1184 0.0675 -0.0094 -0.030
C 2.305 -1.861 -2.026 -0.1570 0.2756 -0.1900 -0.082
C 3.720 -3.696 -1.190 0.0461 -0.1481 0.1333 -0.024
C 0.149 -2.248 0.456 0.3074 0.6827 0.5769 -0.025
C -1.141 -1.890 0.473 -0.1066 0.2494 -0.5176 -0.020
H -2.612 1.169 -1.425 -0.1190 0.2516 -0.1770 0.053
H -3.645 2.463 -1.988 0.2464 0.0864 0.1197 0.106
H -1.895 2.599 -2.204 -0.1113 -0.1456 0.1020 0.084
H -1.863 4.723 0.771 0.0885 -0.0408 -0.2367 0.085
H -0.657 3.924 -0.266 -0.1968 0.0720 -0.0759 0.075
H -2.048 4.769 -0.992 0.0998 -0.0693 0.2249 0.101
H -4.026 3.703 1.296 0.0604 -0.1017 -0.1077 0.093
H -4.452 3.907 -0.414 0.1691 -0.1282 0.0609 0.098
H -4.634 2.321 0.364 0.1267 0.1428 -0.0379 0.089
H -1.391 3.367 2.337 -0.5848 -0.1509 -0.2641 0.127
H -2.243 2.112 4.302 0.0861 -0.2331 -0.3864 0.123
H -3.457 -0.024 3.961 -0.0038 0.2552 -0.4074 0.122
H -3.782 -2.336 3.489 0.0229 -0.1002 -0.2547 0.091
H -4.388 -3.324 2.133 0.1533 0.1064 0.1777 0.099
H -2.686 -2.804 2.191 -0.2527 -0.0996 0.1906 0.059
H -4.874 -0.592 -0.274 0.1312 -0.1927 0.0253 0.097
H -3.506 -1.710 -0.392 -0.2611 -0.0040 -0.1455 0.046
H -5.107 -2.324 0.077 0.1618 0.1990 -0.0625 0.102
H -5.786 0.177 1.897 0.0222 -0.1763 0.1008 0.094
H -6.222 -1.539 2.096 0.2176 0.1480 0.0078 0.100
H -5.355 -0.696 3.392 -0.1050 0.0206 -0.3116 0.081
H -0.570 1.585 -1.083 0.2452 0.0688 -0.1948 0.127
H 2.848 1.091 -2.581 -0.1724 0.1226 0.4843 0.118
H 4.900 1.907 -1.458 -0.4135 -0.1847 0.2778 0.133
H 2.603 3.038 2.021 0.1201 -0.0914 -0.0498 0.127
H 0.499 2.289 0.871 0.6277 0.0779 -0.2443 0.099
H 2.485 0.695 4.716 0.0139 -0.1906 0.0595 0.090
H 1.271 -0.363 5.438 0.1092 0.0236 -0.2373 0.095
H 2.835 -1.045 4.978 -0.0638 0.2049 0.0185 0.100
H 0.101 -2.232 2.657 0.2047 0.0338 0.3920 0.044
H 1.520 -2.806 3.567 -0.1873 0.0717 0.0556 0.105
H 0.169 -1.987 4.399 0.2055 0.0086 -0.1998 0.097
H 0.008 0.270 2.018 0.0962 0.1265 0.5495 0.064
H -0.298 0.468 3.745 0.2252 0.0144 -0.1388 0.087
H 0.976 1.421 2.945 -0.1004 -0.2703 0.1336 0.095
H 4.023 0.193 3.512 -0.2263 -0.2921 -0.0717 0.103
H 5.970 -0.618 2.277 -0.3647 -0.0308 -0.1099 0.129
H 5.608 -2.032 0.292 -0.4194 0.2374 -0.0326 0.119
H 5.684 -2.004 -1.702 -0.1507 0.2773 -0.2636 0.085
H 4.633 -1.834 -3.131 0.0627 -0.0363 0.2769 0.097
H 4.751 -0.496 -1.966 0.1453 -0.2743 -0.0224 0.076
H 1.471 -2.384 -1.570 0.0131 0.0567 -0.2862 0.061
H 2.154 -0.781 -1.941 0.0618 -0.6875 -0.0387 0.050
H 2.357 -2.121 -3.090 0.1238 -0.0646 0.1593 0.116
H 2.883 -4.149 -0.642 0.1732 0.0228 -0.0666 0.087
H 3.738 -4.129 -2.200 0.0587 0.0946 0.2396 0.100
H 4.655 -3.949 -0.677 -0.1956 -0.1054 -0.1006 0.090
H 0.582 -3.211 0.682 0.0689 0.1869 -0.0310 0.154
H -1.997 -2.533 0.486 -0.0384 0.1503 0.3658 0.113
C 0.766 2.565 -3.688 0.1732 -0.0591 -0.2065 -0.081
N -0.078 1.380 -3.712 -0.1044 0.4638 0.4108 -0.200
C 0.025 0.732 -5.031 0.0764 -0.1021 0.3059 -0.051
C 0.109 0.383 -2.621 -0.4732 -2.3399 -5.4584 -0.258
C -1.053 -0.628 -2.851 0.0708 -0.2603 -0.4347 -0.155
C -0.852 -2.018 -2.847 -0.3651 0.1283 0.2618 -0.032
C -1.943 -2.898 -2.898 0.0087 0.3306 -0.4110 -0.070
C -3.233 -2.392 -3.079 -0.0379 0.2582 0.6196 -0.088
C -3.432 -1.007 -3.208 0.6485 -0.3936 -0.4594 -0.061
C -2.320 -0.156 -3.218 -0.4449 -0.1529 0.3157 -0.070
H 1.830 2.313 -3.829 -0.1042 0.2692 0.0794 0.082
H 0.484 3.192 -4.537 -0.0777 0.0590 0.2119 0.095
H 0.640 3.147 -2.772 0.0395 -0.0893 -0.0726 0.088
H 0.440 1.446 -5.741 -0.0553 -0.0609 -0.0284 0.087
H 0.692 -0.142 -4.993 0.0253 0.0783 -0.0931 0.098
H -0.940 0.392 -5.407 0.0167 0.0052 0.0852 0.088
H 1.018 -0.174 -2.887 -0.3806 0.1493 -0.0023 0.106
H 0.155 -2.431 -2.859 -0.4109 0.1625 0.2976 0.088
H -1.764 -3.974 -2.823 -0.1245 0.3642 -0.1687 0.111
H -4.089 -3.068 -3.084 0.2078 0.1560 -0.0393 0.109
H -4.431 -0.587 -3.342 0.2942 -0.2264 -0.1754 0.115
H -2.438 0.887 -3.528 0.0616 -0.4565 0.4247 0.109
```
Forces are in eV/Å.

Calculated values
total charge	+1
F_max	6.0	eV Å⁻¹
frontier orbital gap	6.944	eV

=====

The following is a quantum chemistry calculation of C47H61NO4S4W as an isolated structure, from the Open Molecules 2025 dataset.

Structure (XYZ):
```
118
Properties=species:S:1:pos:R:3:forces:R:3:lowdin_charge:R:1
W 0.306 0.256 0.469 1.3571 2.5804 -0.2088 1.692
C 2.605 -3.187 -0.734 0.0200 0.0111 0.0517 -0.044
O 1.571 -2.206 -0.700 -0.1498 0.2043 -0.1732 -0.130
C 1.854 -1.136 0.125 0.0606 -0.6102 0.8152 -0.452
C 1.590 -1.226 1.585 0.2401 -0.2945 -0.2637 -0.318
C 0.714 -2.388 2.102 -0.2881 0.4127 0.0311 -0.058
C -0.607 -1.918 2.694 -0.0190 -0.1612 -0.5133 -0.180
C -0.927 -1.917 4.034 0.0516 -0.1106 -0.0522 0.018
C -2.106 -1.326 4.497 -0.0367 0.0537 -0.0082 -0.150
C -3.017 -0.857 3.552 0.0323 -0.1559 -0.0605 -0.007
C -2.735 -0.839 2.186 0.0836 -0.0151 -0.6072 -0.138
C -3.687 -0.201 1.174 0.3095 0.0440 0.1643 -0.047
C -3.294 -0.164 -0.301 -0.1859 0.2693 -0.0629 -0.127
C -3.861 -1.082 -1.174 0.0330 -0.0096 0.0801 0.025
C -3.659 -1.034 -2.551 0.0493 0.0589 -0.1335 -0.151
C -2.852 -0.021 -3.049 -0.0048 -0.0261 0.0649 0.035
C -2.249 0.926 -2.226 -0.2600 0.0840 0.0004 -0.129
C -1.509 2.078 -2.885 0.2682 -0.0673 0.1642 -0.048
C 0.018 2.097 -2.903 -0.1937 -0.3188 0.1709 -0.121
C 0.663 3.172 -3.502 0.0339 -0.0324 0.0136 0.009
C 2.048 3.304 -3.519 0.0355 0.0390 0.0337 -0.173
C 2.794 2.261 -2.973 0.0143 0.0224 0.0126 0.007
C 2.194 1.166 -2.369 -0.1350 -0.2338 -0.1654 -0.161
C 3.034 0.045 -1.779 -0.2059 0.1516 0.0991 -0.048
C 2.870 -0.172 -0.279 -0.6833 0.4204 -0.0298 -0.177
C 3.551 0.544 0.676 0.0525 -0.4672 0.0731 0.045
C 3.545 0.174 2.062 0.0353 -0.0351 0.1626 -0.177
C 2.633 -0.753 2.459 -0.0876 0.3284 -0.0395 -0.062
C 4.554 0.733 3.069 0.0249 -0.0523 0.1206 -0.547
C 5.422 1.839 2.465 -0.1118 -0.1218 0.0163 -0.059
C 3.809 1.322 4.276 0.0884 -0.0545 -0.0844 -0.069
C 5.458 -0.420 3.533 -0.0330 0.1042 -0.1377 -0.044
C 0.789 1.097 -2.298 0.4077 0.5999 -0.4836 -0.319
O 0.217 0.136 -1.573 0.2945 -0.0212 0.9783 -0.181
C 2.691 4.560 -4.100 -0.0007 0.0768 -0.1138 -0.561
C 2.117 5.802 -3.400 0.0479 -0.0658 -0.0459 -0.047
C 4.210 4.575 -3.913 -0.1282 -0.0404 -0.0205 -0.068
C 2.382 4.640 -5.602 0.0430 -0.0054 0.0952 -0.045
C -2.481 0.833 -0.859 -0.3739 0.0377 -0.0523 -0.230
O -1.822 1.720 0.013 0.0576 -0.7804 -0.3651 -0.205
C -2.507 2.976 0.167 0.1138 0.4094 0.0527 -0.067
C -4.385 -2.019 -3.463 -0.0542 -0.0801 -0.0516 -0.558
C -4.054 -1.803 -4.942 0.0101 0.0031 0.1324 -0.069
C -5.898 -1.820 -3.285 0.0599 -0.0398 -0.0102 -0.045
C -3.997 -3.457 -3.094 -0.0133 0.0860 0.0023 -0.044
C -1.501 -1.328 1.800 -0.2755 -0.2042 1.5116 -0.268
O -0.979 -0.996 0.574 -0.5334 -0.4999 -0.4263 -0.185
C -2.360 -1.132 5.994 -0.1345 -0.0927 0.1119 -0.550
C -2.759 0.320 6.284 0.0431 -0.0197 -0.0565 -0.060
C -1.106 -1.427 6.825 -0.1007 -0.0299 -0.0995 -0.065
C -3.492 -2.060 6.456 0.0940 0.0252 -0.0365 -0.045
H 3.552 -2.771 -0.383 0.0250 -0.0168 -0.0331 0.105
H 2.334 -4.038 -0.105 0.0223 0.0189 0.0305 0.092
H 2.714 -3.522 -1.764 0.0011 -0.0127 0.0095 0.095
H 0.486 -3.039 1.256 0.1042 -0.0649 0.0652 0.123
H 1.264 -2.957 2.852 0.0796 0.0247 -0.0417 0.128
H -0.212 -2.336 4.728 0.0215 0.0246 0.0287 0.111
H -3.952 -0.419 3.877 -0.0118 0.0366 0.0239 0.122
H -4.636 -0.738 1.238 -0.0133 0.0659 0.0027 0.127
H -3.869 0.820 1.522 -0.0258 -0.0171 -0.0057 0.096
H -4.494 -1.855 -0.752 -0.0493 0.0240 0.0051 0.120
H -2.673 0.061 -4.112 -0.0375 0.0062 -0.0406 0.109
H -1.843 2.109 -3.925 -0.0175 0.0432 0.0267 0.125
H -1.843 3.016 -2.435 -0.0264 -0.0107 -0.0709 0.108
H 0.047 3.943 -3.953 -0.0105 0.0407 0.0275 0.122
H 3.875 2.291 -3.005 0.0236 0.0387 0.0424 0.107
H 2.730 -0.879 -2.275 0.1335 -0.0217 -0.0028 0.127
H 4.083 0.237 -2.005 0.0040 -0.0274 0.0225 0.126
H 4.240 1.311 0.344 -0.0358 0.0562 -0.0477 0.122
H 2.629 -1.123 3.477 0.0482 -0.0113 0.0116 0.125
H 4.801 2.667 2.119 0.0343 0.0422 -0.0453 0.075
H 6.094 2.226 3.230 0.0153 0.0055 0.0072 0.089
H 6.032 1.466 1.639 0.0315 0.0477 -0.0352 0.084
H 3.206 2.172 3.964 -0.0291 -0.0345 0.0976 -0.031
H 3.145 0.590 4.737 0.0268 -0.0406 0.0532 0.076
H 4.524 1.662 5.028 0.0309 -0.0323 0.0101 0.090
H 5.940 -0.895 2.677 0.0610 -0.0421 0.0219 0.087
H 6.232 -0.045 4.205 0.0038 -0.0045 0.0261 0.085
H 4.880 -1.177 4.065 0.0194 -0.0376 0.0175 0.078
H 2.275 5.748 -2.321 -0.0077 0.0097 0.0156 0.090
H 2.615 6.700 -3.772 -0.0202 0.0244 -0.0033 0.085
H 1.049 5.910 -3.588 -0.0205 0.0102 0.0333 0.076
H 4.478 4.527 -2.856 0.0459 -0.0217 0.0082 0.088
H 4.684 3.746 -4.439 0.0519 -0.0131 0.0171 0.084
H 4.616 5.502 -4.319 0.0040 0.0097 -0.0114 0.085
H 1.307 4.690 -5.779 -0.0134 -0.0031 -0.0339 0.078
H 2.842 5.531 -6.034 -0.0101 0.0085 -0.0291 0.085
H 2.772 3.762 -6.118 0.0001 0.0031 -0.0399 0.090
H -3.569 2.844 -0.039 0.0322 -0.0654 -0.0290 0.115
H -2.385 3.307 1.194 0.0320 0.0155 -0.0856 -0.004
H -2.096 3.728 -0.510 0.0021 -0.0787 -0.0858 0.088
H -4.361 -0.811 -5.277 0.0315 0.0196 -0.0405 0.086
H -2.987 -1.930 -5.132 0.0198 0.0320 -0.0425 0.088
H -4.590 -2.537 -5.545 -0.0115 -0.0166 0.0039 0.085
H -6.173 -0.788 -3.509 -0.0274 0.0090 0.0056 0.091
H -6.449 -2.476 -3.963 -0.0066 -0.0280 0.0060 0.084
H -6.214 -2.042 -2.266 -0.0192 0.0018 0.0150 0.078
H -2.927 -3.608 -3.243 0.0163 -0.0314 0.0252 0.091
H -4.231 -3.682 -2.054 0.0013 -0.0269 0.0107 0.077
H -4.536 -4.164 -3.728 -0.0104 -0.0244 0.0092 0.085
H -1.983 1.007 5.952 0.0222 0.0686 -0.0364 0.068
H -3.687 0.601 5.787 -0.0170 0.0221 -0.0155 0.073
H -2.899 0.454 7.359 -0.0372 -0.0190 0.0054 0.086
H -0.264 -0.825 6.480 0.0505 -0.0211 0.0298 0.090
H -1.295 -1.172 7.869 -0.0231 -0.0178 0.0143 0.086
H -0.834 -2.483 6.786 0.0590 -0.0104 0.0052 0.082
H -4.422 -1.829 5.934 -0.0222 -0.0272 -0.0102 0.081
H -3.240 -3.105 6.269 -0.0245 -0.0220 -0.0051 0.087
H -3.659 -1.931 7.527 -0.0435 -0.0193 0.0123 0.084
S -2.255 2.408 3.327 -0.1339 -0.1218 0.3426 0.603
C -0.632 2.552 3.057 0.0351 0.6539 0.0268 -1.566
S 0.370 1.127 2.703 0.4684 -0.5095 -0.6236 0.677
S 0.080 4.093 3.346 -0.3617 -0.5429 -0.2557 0.311
S 2.050 4.124 2.987 0.1355 -0.0804 -0.4636 -0.005
N 1.084 2.507 0.081 -0.2121 -0.0423 0.9840 0.023
H 1.503 2.917 0.955 -0.2148 -0.3426 -0.3987 -0.050
H 0.298 3.120 -0.122 -0.0821 -0.0945 -0.0897 0.066
H 1.764 2.671 -0.658 -0.0706 -0.1848 -0.1342 0.054
```
Forces are in eV/Å.

Calculated values
relative energy (zero: lowest compared OMol25 entry of this formula, charge and spin)	3.144	eV
total charge	0
F_max	2.9	eV Å⁻¹
frontier orbital gap	5.358	eV